Entry 1:
8
Properties=species:S:1:pos:R:3:nbo_charge:R:1 method="wB97M-V/def2-TZVPD" mol_weight_da=110.09 fmax_ha_per_bohr=0.075 relative_energy_ev=4.541
O -0.524 1.814 0.755 -0.3193
N 1.718 -0.063 0.026 -0.7882
H 1.900 -0.451 -0.872 0.3174
O -1.953 1.076 -0.725 -0.3235
O -1.330 -1.546 -0.537 -0.7903
H 2.117 -0.912 0.556 0.3201
N -1.156 0.977 0.171 0.4010
S -0.773 -0.894 0.626 1.1828

Entry 2:
8
Properties=species:S:1:pos:R:3:nbo_charge:R:1 method="wB97M-V/def2-TZVPD" mol_weight_da=106.11 fmax_ha_per_bohr=0.087 relative_energy_ev=3.584 smiles="O=N[SiH2][N+](=O)[O-]"
N 0.928 0.434 -0.286 0.4013
H -1.298 1.269 1.002 -0.1721
O 1.959 -0.110 0.071 -0.3536
O 0.751 1.436 -0.914 -0.3501
O -0.697 -1.112 -1.824 -0.2533
Si -0.977 -0.202 0.710 1.1170
N -0.480 -1.075 -0.640 -0.2585
H -0.186 -0.640 1.880 -0.1308

Entry 3:
9
Properties=species:S:1:pos:R:3:nbo_charge:R:1 method="wB97M-V/def2-TZVPD" total_charge=-1 mol_weight_da=125.00 fmax_ha_per_bohr=0.132 relative_energy_ev=1.585 smiles="N[P@@](=O)([O-])[N+](=O)[O-]"
H -0.676 1.643 0.556 0.3937
O 2.161 0.609 0.367 -1.1024
O 0.821 -0.587 -1.701 -1.1231
N -0.232 -1.128 0.770 0.2973
H -1.223 1.174 -1.135 0.3990
N -0.436 1.305 -0.433 -1.2241
O -1.411 -0.854 1.001 -0.4680
O 0.212 -2.202 0.956 -0.3880
P 0.783 0.041 -0.383 2.2155

Entry 4:
10
Properties=species:S:1:pos:R:3:nbo_charge:R:1 method="wB97M-V/def2-TZVPD" mol_weight_da=142.09 fmax_ha_per_bohr=0.064 relative_energy_ev=3.326 smiles="O=NS(=O)(=O)O.N=O"
O 1.880 0.852 -0.808 -0.2638
O 0.304 -1.146 0.197 -0.9319
N 2.546 -0.103 -0.897 0.0345
N 0.183 1.616 0.544 -0.0078
O -0.489 2.543 0.187 -0.1928
H -0.953 0.154 1.968 0.5043
O -1.234 0.269 -1.229 -0.8751
H 2.109 -0.826 -0.372 0.2962
O -1.538 -0.008 1.181 -0.8624
S -0.526 0.015 -0.033 2.2990

Entry 5:
6
Properties=species:S:1:pos:R:3:nbo_charge:R:1 method="wB97M-V/def2-TZVPD" mol_weight_da=91.98 fmax_ha_per_bohr=0.085 relative_energy_ev=5.127
P 1.286 -0.846 -0.156 1.1883
N 1.429 0.791 0.214 -1.1283
H -1.339 -2.202 -0.809 0.1327
N -0.321 -0.512 -0.076 -1.1149
H -0.875 1.553 1.079 -0.0652
P -0.180 1.216 -0.251 0.9874

Entry 6:
6
Properties=species:S:1:pos:R:3:nbo_charge:R:1 method="wB97M-V/def2-TZVPD" mol_weight_da=94.16 fmax_ha_per_bohr=0.089 relative_energy_ev=1.404
H -1.207 -1.365 0.614 0.3583
S -0.430 0.529 0.314 1.0676
S 2.400 -0.397 -0.045 0.3892
N 1.233 0.576 -0.066 -0.8398
H -0.539 1.256 -0.953 0.1195
N -1.456 -0.599 0.136 -1.0948

Entry 7:
9
Properties=species:S:1:pos:R:3:nbo_charge:R:1 method="wB97M-V/def2-TZVPD" total_charge=-2 mol_weight_da=123.01 fmax_ha_per_bohr=0.051 relative_energy_ev=0.385 smiles="[H]/N=N/N=P([O-])([O-])O"
H -1.576 0.645 -2.068 0.2780
N -0.387 -1.396 -0.030 -0.6455
O 1.240 0.770 0.029 -1.1031
O -0.301 0.510 2.066 -1.2243
H 0.501 1.191 -0.483 0.5058
O 1.766 -1.006 1.723 -1.2281
P 0.617 -0.206 1.112 2.3559
N -0.923 0.390 -1.313 -0.8277
N -0.937 -0.898 -1.037 -0.1109

Entry 8:
6
Properties=species:S:1:pos:R:3:nbo_charge:R:1 method="wB97M-V/def2-TZVPD" mol_weight_da=58.04 fmax_ha_per_bohr=0.049 relative_energy_ev=0.184
H -0.490 1.070 0.101 0.2748
N 1.780 -0.247 -0.068 -0.0301
H -0.848 -1.169 0.097 0.2707
N 2.795 0.187 -0.026 0.0270
N -1.510 0.674 -0.057 -0.2782
N -1.727 -0.516 -0.046 -0.2643

Entry 9:
8
Properties=species:S:1:pos:R:3:nbo_charge:R:1 method="wB97M-V/def2-TZVPD" mol_weight_da=90.04 fmax_ha_per_bohr=0.036 relative_energy_ev=0.085
N 2.695 -0.927 0.270 -0.0118
O -0.783 -0.982 -0.121 -0.6152
N -0.346 0.163 -0.825 0.0431
N 2.580 0.125 0.011 0.0103
N -0.678 1.261 -0.391 0.1058
O -1.441 1.450 0.695 -0.4980
H -0.558 -1.680 -0.735 0.4960
H -1.468 0.590 1.097 0.4699

Entry 10:
6
Properties=species:S:1:pos:R:3:nbo_charge:R:1 method="wB97M-V/def2-TZVPD" total_charge=-1 mol_weight_da=80.09 fmax_ha_per_bohr=0.071 relative_energy_ev=4.308
H 1.839 0.238 -0.925 0.1968
N 1.347 0.341 0.046 -0.2326
S -1.276 -0.559 -0.084 0.4798
O 0.861 -0.774 0.291 -0.4473
O -0.983 0.941 -0.527 -1.0037
H -1.788 -0.188 1.200 0.0069

Entry 11:
8
Properties=species:S:1:pos:R:3:nbo_charge:R:1 method="wB97M-V/def2-TZVPD" total_charge=-1 mol_weight_da=128.15 fmax_ha_per_bohr=0.097 relative_energy_ev=1.646 smiles="NOS(=O)(=O)[S-]"
N -0.195 0.560 0.065 -0.5819
H -0.472 -0.015 -0.770 0.3467
S 3.923 0.359 -0.006 -0.6422
O 1.566 -0.812 1.214 -1.0039
H 0.080 0.076 0.925 0.3764
O 1.117 1.140 -0.116 -0.5851
O 1.849 -1.037 -1.219 -0.9979
S 2.073 -0.260 0.017 2.0879

Entry 12:
8
Properties=species:S:1:pos:R:3:nbo_charge:R:1 method="wB97M-V/def2-TZVPD" total_charge=-1 mol_weight_da=128.15 fmax_ha_per_bohr=0.053 relative_energy_ev=2.085
S -1.358 -0.576 -1.765 1.6537
S 0.393 -0.238 0.909 0.4278
O -0.698 1.005 -2.242 -0.9588
H -1.368 1.103 -2.954 0.4505
O -1.479 -1.213 -3.089 -1.0430
N 0.377 -0.477 2.447 -0.8104
H 1.195 -1.125 2.855 0.3123
O -2.721 -0.265 -1.239 -1.0322